{
  "formula": "C26H37BClF15N7O11S",
  "method": "ωB97M-V/def2-TZVPD",
  "charge": 1,
  "spin_multiplicity": 1,
  "homo_lumo_gap_ev": 6.046,
  "molar_mass_g_mol": 986.92,
  "symbols": ["N", "C", "N", "N", "C", "C", "C", "C", "C", "C", "C", "O", "O", "C", "C", "O", "N", "O", "B", "N", "O", "C", "C", "C", "C", "Cl", "C", "C", "C", "O", "C", "F", "F", "F", "S", "O", "O", "F", "N", "C", "F", "N", "C", "O", "F", "C", "O", "F", "H", "H", "H", "H", "H", "H", "H", "H", "H", "H", "H", "H", "H", "H", "H", "H", "H", "H", "H", "H", "H", "H", "H", "H", "H", "H", "H", "H", "H", "H", "H", "H", "H", "C", "C", "C", "F", "F", "F", "F", "O", "C", "C", "F", "F", "F", "F", "H", "H", "H", "H"],
  "positions_angstrom": [[4.57, 1.77, -0.42], [3.66, 1.06, -1.16], [2.62, 1.79, -2.03], [3.57, -0.47, -1.20], [3.38, -1.06, 0.18], [2.07, -2.02, 0.35], [0.63, -1.27, -0.07], [-0.69, -2.00, 0.52], [-1.75, -1.11, 1.43], [-0.94, -0.87, 2.82], [0.22, 0.25, 2.91], [1.53, 0.12, 2.68], [-0.18, 1.59, 3.46], [-2.51, 0.12, 0.71], [-1.61, 1.17, -0.21], [-0.70, 2.05, 0.52], [0.20, 2.64, -0.29], [-0.28, 3.58, -0.90], [-3.15, 1.26, 1.78], [-3.46, 1.08, 3.24], [-3.57, 2.64, 1.31], [-3.80, -0.26, -0.29], [-3.47, -0.32, -1.88], [-2.39, -1.40, -2.42], [-2.62, -1.50, -4.07], [-2.94, -3.24, -4.66], [-4.81, -1.39, 0.31], [-5.98, -0.86, 1.33], [-6.99, 0.29, 0.75], [-6.86, 1.54, 1.58], [-8.60, -0.11, 0.88], [-8.91, -0.26, 2.34], [-9.49, 0.95, 0.27], [-8.95, -1.38, 0.20], [-5.85, -2.35, -0.98], [-6.77, -1.47, -1.85], [-6.80, -3.40, -0.28], [-4.91, -3.28, -2.07], [-3.94, -2.52, 0.81], [-2.91, -2.27, 1.85], [-3.68, -1.86, 3.09], [-2.27, -3.54, 2.41], [-2.55, -3.74, 3.88], [-1.72, -3.30, 4.86], [-3.75, -4.51, 4.37], [-2.36, -4.75, 1.57], [-3.45, -5.55, 1.55], [-1.17, -5.16, 0.73], [5.16, 1.09, 0.12], [2.52, 2.73, -1.59], [1.75, 1.20, -1.89], [4.55, -0.75, -1.51], [4.33, -1.76, 0.37], [3.47, -0.19, 0.96], [2.00, -2.55, 1.39], [2.19, -2.90, -0.46], [0.64, -1.30, -1.27], [0.79, -0.15, 0.21], [-0.15, -2.84, 1.19], [-1.27, -2.69, -0.27], [-1.61, -0.66, 3.78], [-0.38, -1.88, 3.12], [-0.36, 1.52, 4.44], [-1.00, 0.66, -1.07], [-2.31, 1.94, -0.80], [-2.88, 1.76, 3.80], [-4.47, 1.20, 3.47], [-4.53, 2.59, 1.03], [-4.45, 0.74, -0.24], [-3.15, 0.72, -2.37], [-4.46, -0.52, -2.53], [-1.26, -1.11, -2.31], [-2.50, -2.50, -2.04], [-3.46, -0.78, -4.46], [-1.62, -1.15, -4.62], [-5.57, -0.38, 2.35], [-6.69, -1.74, 1.71], [-6.72, 0.66, -0.35], [-7.25, 2.25, 0.97], [-3.43, -2.84, -0.06], [-4.63, -3.26, 1.16], [10.62, 3.89, -1.15], [10.78, 2.36, -1.07], [10.75, 1.64, -2.42], [9.58, 1.81, -3.07], [10.90, 0.30, -2.24], [9.84, 1.86, -0.23], [11.98, 2.11, -0.47], [9.30, 4.40, -0.92], [8.44, 4.41, -2.06], [7.22, 3.50, -1.89], [7.58, 2.21, -1.69], [6.44, 3.51, -3.01], [9.17, 4.12, -3.17], [8.04, 5.70, -2.20], [11.22, 4.30, -0.33], [11.07, 4.31, -2.06], [11.57, 1.98, -3.06], [6.61, 3.82, -1.05]],
  "lowdin_charge": [0.0915, -0.3643, 0.0613, -0.0389, -0.2330, -0.1680, -0.1795, -0.1163, -0.1684, -0.0338, -0.2290, 0.0305, -0.0246, -0.1021, -0.1190, -0.1437, -0.0146, 0.0998, -0.4018, 0.1187, 0.0298, -0.1280, -0.1589, -0.2329, -0.5309, 0.4933, -0.2919, -0.0377, -0.1888, -0.0746, -0.1627, 0.0260, 0.0221, 0.0321, 0.9253, -0.2778, -0.2891, -0.2191, 0.1471, -0.1815, 0.0094, 0.0927, -0.1321, 0.0866, 0.0235, -0.1439, 0.0905, 0.0274, 0.0494, 0.0654, 0.0501, 0.1233, 0.1385, 0.1107, 0.1143, 0.1272, 0.1155, 0.0924, 0.1205, 0.1079, 0.1440, 0.1497, 0.1306, 0.1225, 0.1535, 0.1073, 0.0862, 0.1010, 0.1564, 0.1573, 0.1228, 0.0953, 0.0746, 0.0941, 0.1040, 0.1544, 0.1654, 0.1757, 0.1487, 0.1738, 0.1973, -0.0547, -0.4308, -0.2914, 0.0836, 0.0887, 0.1216, 0.1020, 0.0314, -0.4762, -0.2804, 0.0714, 0.0891, 0.1208, 0.1382, 0.1518, 0.1472, 0.1759, 0.1617]
}


{
  "formula": "C43H36N3O2P2V",
  "method": "ωB97M-V/def2-TZVPD",
  "s2": 0.758,
  "charge": 1,
  "spin_multiplicity": 2,
  "homo_lumo_gap_ev": [6.215, 6.245],
  "molar_mass_g_mol": 739.67,
  "symbols": ["V", "O", "C", "O", "C", "C", "C", "N", "C", "C", "C", "C", "C", "C", "C", "N", "C", "C", "C", "C", "C", "N", "H", "H", "H", "H", "H", "H", "H", "H", "H", "H", "C", "C", "P", "C", "C", "C", "C", "C", "C", "C", "C", "C", "C", "C", "C", "C", "P", "C", "C", "C", "C", "C", "C", "C", "C", "C", "C", "C", "C", "H", "H", "H", "H", "H", "H", "H", "H", "H", "H", "H", "H", "H", "H", "H", "H", "H", "H", "H", "H", "H", "H", "H", "H", "H", "H"],
  "positions_angstrom": [[-0.09, -0.03, -0.11], [6.51, 1.33, -1.43], [6.06, 1.23, -0.28], [6.60, 1.25, 0.84], [4.53, 1.00, -0.23], [3.78, 0.97, -1.40], [2.42, 0.79, -1.32], [1.81, 0.64, -0.13], [2.52, 0.59, 1.01], [3.89, 0.80, 0.99], [1.70, 0.29, 2.21], [2.23, 0.30, 3.49], [1.39, 0.04, 4.56], [0.05, -0.21, 4.33], [-0.40, -0.22, 3.02], [0.40, 0.01, 1.98], [1.49, 0.70, -2.48], [1.89, 0.96, -3.78], [0.96, 0.88, -4.80], [-0.35, 0.53, -4.50], [-0.67, 0.26, -3.18], [0.22, 0.34, -2.19], [4.34, 1.09, -2.32], [4.53, 0.80, 1.87], [3.28, 0.52, 3.64], [1.78, 0.05, 5.57], [-0.64, -0.40, 5.14], [-1.44, -0.41, 2.79], [2.92, 1.24, -3.99], [1.24, 1.09, -5.82], [-1.11, 0.46, -5.26], [-1.68, -0.03, -2.89], [-4.01, 0.02, 0.47], [-3.69, -1.31, -0.22], [-1.91, -1.75, -0.18], [-1.73, -2.76, 1.33], [-2.68, -2.76, 2.35], [-2.45, -3.47, 3.52], [-1.27, -4.18, 3.68], [-0.32, -4.19, 2.66], [-0.55, -3.48, 1.50], [-1.73, -2.98, -1.51], [-0.53, -3.09, -2.20], [-0.35, -4.06, -3.18], [-1.39, -4.92, -3.48], [-2.60, -4.83, -2.80], [-2.76, -3.87, -1.81], [-3.55, 1.25, -0.32], [-1.81, 1.72, -0.01], [-1.50, 3.05, -1.22], [-2.52, 3.68, -1.94], [-2.22, 4.68, -2.84], [-0.91, 5.07, -3.04], [0.12, 4.46, -2.33], [-0.18, 3.45, -1.43], [-1.83, 2.58, 1.59], [-0.61, 3.04, 2.10], [-0.56, 3.72, 3.30], [-1.72, 3.95, 4.02], [-2.94, 3.50, 3.53], [-2.99, 2.83, 2.32], [-3.58, 0.04, 1.48], [-5.09, 0.08, 0.61], [-3.99, -1.27, -1.27], [-4.27, -2.12, 0.23], [-3.60, -2.21, 2.26], [-3.19, -3.47, 4.30], [-1.09, -4.74, 4.59], [0.60, -4.75, 2.78], [0.19, -3.50, 0.71], [0.30, -2.42, -1.98], [0.59, -4.13, -3.71], [-1.26, -5.68, -4.25], [-3.40, -5.52, -3.02], [-3.70, -3.82, -1.27], [-4.21, 2.09, -0.13], [-3.63, 1.05, -1.39], [-3.55, 3.39, -1.79], [-3.02, 5.16, -3.39], [-0.68, 5.86, -3.75], [1.14, 4.77, -2.47], [0.62, 2.98, -0.88], [0.30, 2.86, 1.55], [0.40, 4.08, 3.67], [-1.68, 4.48, 4.96], [-3.85, 3.69, 4.09], [-3.95, 2.49, 1.96]],
  "lowdin_charge": [0.5702, -0.0080, -0.6854, -0.0069, -0.0440, 0.0849, -0.1822, 0.0128, -0.1725, 0.0844, -0.1825, 0.0307, -0.0098, -0.0142, -0.1100, 0.0141, -0.1883, 0.0324, -0.0078, -0.0153, -0.1126, -0.0049, 0.1258, 0.1255, 0.1250, 0.1244, 0.1197, 0.1023, 0.1260, 0.1248, 0.1193, 0.1130, -0.2951, -0.3386, 0.9853, -0.3663, -0.1030, -0.0677, -0.0665, -0.0613, -0.0950, -0.3655, -0.1165, -0.0643, -0.0620, -0.0613, -0.0770, -0.3488, 0.9956, -0.3433, -0.0781, -0.0663, -0.0654, -0.0600, -0.1084, -0.3403, -0.1075, -0.0620, -0.0661, -0.0653, -0.0788, 0.0858, 0.1210, 0.0944, 0.0822, 0.0967, 0.1115, 0.1115, 0.1130, 0.1051, 0.0830, 0.1119, 0.1127, 0.1126, 0.1058, 0.0820, 0.0862, 0.0959, 0.1109, 0.1115, 0.1138, 0.0848, 0.0947, 0.1131, 0.1113, 0.1109, 0.0965]
}


{
  "formula": "C2H3ClF2S",
  "method": "ωB97M-V/def2-TZVPD",
  "relative_energy_kj_mol": 243.4,
  "charge": 0,
  "spin_multiplicity": 1,
  "homo_lumo_gap_ev": 9.130,
  "molar_mass_g_mol": 132.56,
  "smiles": "C=C(F)F.SCl",
  "symbols": ["C", "C", "F", "F", "H", "H", "S", "Cl", "H"],
  "positions_angstrom": [[0.42, -0.64, 1.06], [-0.36, -1.39, 0.38], [0.04, -2.32, -0.39], [-1.69, -1.27, 0.25], [1.36, -0.23, 0.84], [-0.17, 0.30, 1.45], [0.51, 1.23, -1.46], [-1.28, 1.68, -0.54], [1.17, 2.64, -1.58]],
  "lowdin_charge": [-0.0134, -0.5716, 0.1681, 0.0710, 0.0309, 0.0839, 0.2223, 0.0700, -0.0613]
}


Number 1: electronic energy -125283.8457 eV. Number 2: electronic energy -98002.4335 eV. Number 3: electronic energy -30912.7093 eV.